{"formula": "C3H9NOS", "method": "ωB97M-V/def2-TZVPD", "elements": ["C", "C", "S", "N", "C", "O", "H", "H", "H", "H", "H", "H", "H", "H", "H"], "xyz": [[0.14, 0.36, 0.64], [-0.66, 1.45, -0.08], [-0.44, 3.10, 0.59], [-0.34, -0.95, 0.25], [0.24, -1.50, -0.96], [1.65, -1.72, -0.90], [-0.02, 0.49, 1.71], [1.21, 0.49, 0.43], [-0.39, 1.48, -1.14], [-1.70, 1.11, -0.14], [-1.12, 2.87, 1.72], [-0.28, -1.63, 1.00], [0.18, -0.78, -1.75], [-0.34, -2.40, -1.18], [1.87, -2.37, -0.21]], "relative_energy_ev": 0.901, "gap_ev": 9.87, "total_energy_ha": -647.864959, "smiles": "OCNCCS"}

---

{"formula": "C38H36N3O4ReS6", "method": "ωB97M-V/def2-TZVPD", "elements": ["Re", "C", "C", "S", "C", "C", "S", "H", "H", "H", "H", "H", "H", "C", "C", "C", "C", "C", "C", "C", "S", "O", "O", "N", "C", "C", "O", "O", "H", "H", "H", "H", "H", "H", "H", "H", "H", "S", "C", "N", "C", "C", "C", "C", "C", "C", "H", "H", "H", "H", "H", "N", "S", "C", "C", "C", "C", "C", "C", "C", "C", "C", "C", "C", "C", "H", "H", "H", "H", "H", "H", "H", "H", "H", "H", "H", "S", "C", "C", "C", "C", "C", "C", "H", "H", "H", "H", "H"], "xyz": [[0.09, -1.09, -0.41], [1.99, 1.66, 2.93], [1.55, 1.03, 1.63], [0.76, -0.52, 1.76], [1.76, 1.62, 0.44], [2.43, 2.96, 0.32], [1.33, 0.83, -1.06], [2.00, 0.92, 3.73], [1.32, 2.47, 3.24], [2.99, 2.09, 2.84], [1.95, 3.71, 0.96], [2.40, 3.32, -0.71], [3.49, 2.90, 0.62], [-0.71, -0.62, 6.44], [-1.18, -1.19, 5.13], [-0.74, -2.44, 4.69], [-1.14, -2.94, 3.47], [-2.00, -2.21, 2.67], [-2.47, -0.98, 3.10], [-2.06, -0.48, 4.33], [-2.40, -2.83, 1.05], [-2.83, -4.20, 1.23], [-3.37, -1.87, 0.54], [-1.08, -2.78, 0.18], [-0.40, -4.05, -0.09], [1.09, -3.82, -0.28], [1.87, -4.75, -0.30], [1.46, -2.56, -0.44], [-0.18, -1.36, 7.04], [-1.54, -0.23, 7.03], [-0.02, 0.21, 6.27], [-0.06, -3.01, 5.31], [-0.78, -3.91, 3.13], [-3.14, -0.42, 2.47], [-2.42, 0.49, 4.66], [-0.77, -4.51, -1.01], [-0.53, -4.77, 0.71], [5.87, -0.69, -3.54], [4.13, -0.92, -3.47], [3.63, -1.10, -2.31], [4.62, -1.07, -1.34], [4.39, -1.22, 0.02], [5.46, -1.15, 0.88], [6.76, -0.93, 0.40], [7.01, -0.79, -0.95], [5.92, -0.85, -1.82], [3.55, -0.88, -4.38], [3.38, -1.40, 0.37], [5.30, -1.26, 1.95], [7.59, -0.88, 1.10], [8.01, -0.62, -1.32], [-1.57, 0.13, -0.29], [-1.63, 1.71, -0.31], [-2.76, 2.07, 1.03], [-2.19, 2.63, 2.17], [-2.98, 2.80, 3.30], [-4.31, 2.40, 3.28], [-4.86, 1.83, 2.14], [-4.08, 1.67, 1.00], [-2.64, 2.19, -1.71], [-2.95, 1.22, -2.64], [-3.67, 1.60, -3.77], [-4.07, 2.91, -3.94], [-3.75, 3.87, -2.99], [-3.02, 3.52, -1.86], [-2.46, -0.35, -0.11], [-1.14, 2.90, 2.17], [-2.56, 3.23, 4.20], [-4.92, 2.52, 4.16], [-5.89, 1.50, 2.13], [-4.50, 1.21, 0.11], [-2.61, 0.20, -2.51], [-3.91, 0.85, -4.52], [-4.63, 3.20, -4.82], [-4.06, 4.90, -3.13], [-2.77, 4.26, -1.12], [-0.61, -1.86, -2.59], [0.24, -1.14, -3.97], [0.32, 0.24, -4.19], [0.92, 0.74, -5.34], [1.42, -0.12, -6.31], [1.35, -1.49, -6.09], [0.77, -1.99, -4.93], [-0.07, 0.92, -3.45], [0.98, 1.81, -5.49], [1.88, 0.27, -7.21], [1.75, -2.18, -6.83], [0.72, -3.06, -4.76]], "s2": 0.77, "relative_energy_ev": 0.000, "multiplicity": 2, "gap_ev": [5.96, 6.35], "charge": -1, "total_energy_ha": -4402.435928}

---

{"formula": "C4H13FN3O2", "method": "ωB97M-V/def2-TZVPD", "elements": ["C", "C", "C", "C", "N", "N", "N", "O", "O", "F", "H", "H", "H", "H", "H", "H", "H", "H", "H", "H", "H", "H", "H"], "xyz": [[0.74, 2.62, -0.25], [1.77, -2.08, 0.90], [-1.93, -0.71, 0.63], [-0.27, 0.40, -0.84], [0.57, 0.18, -1.82], [-1.25, -0.48, -0.60], [-0.31, 1.59, -0.13], [-2.90, 0.29, 0.79], [1.16, -0.82, 0.66], [-1.09, -1.77, -1.28], [0.67, 3.32, -1.15], [0.98, 3.18, 0.74], [1.61, 2.01, -0.27], [1.10, -2.66, 1.51], [2.89, -1.86, 1.43], [1.93, -2.54, -0.06], [-1.16, -0.46, 1.40], [-2.44, -1.80, 0.54], [0.38, -0.70, -2.32], [1.05, 0.86, -2.37], [-1.03, 1.72, 0.47], [1.34, -0.31, 1.37], [-3.80, 0.01, 0.63]], "relative_energy_ev": 0.405, "gap_ev": 11.14, "charge": 1, "total_energy_ha": -574.450545}

---

{"formula": "C4H16NO3", "method": "ωB97M-V/def2-TZVPD", "elements": ["C", "C", "C", "C", "O", "N", "H", "H", "H", "H", "H", "H", "H", "H", "H", "H", "H", "H", "H", "H", "O", "H", "H", "O"], "xyz": [[1.54, 1.47, -0.05], [0.99, 0.15, -0.56], [0.10, 0.30, -1.77], [-0.53, -0.95, -2.26], [-1.27, -1.72, -1.34], [0.12, -0.53, 0.53], [1.82, 1.49, 1.05], [0.70, 2.26, -0.07], [2.47, 1.89, -0.66], [1.85, -0.54, -0.86], [-0.58, 1.07, -1.56], [0.68, 0.77, -2.56], [-1.11, -0.98, -3.18], [0.25, -1.62, -2.53], [-1.89, -2.32, -1.75], [-0.85, -0.13, 0.58], [-0.13, -1.53, 0.29], [0.66, -0.51, 1.44], [1.39, 0.50, 3.99], [0.59, -0.71, 3.88], [0.88, 0.04, 3.35], [-2.32, 0.47, 2.07], [-3.10, 0.64, 0.81], [-2.27, 0.48, 1.17]], "relative_energy_ev": 0.900, "gap_ev": 11.28, "charge": 1, "total_energy_ha": -442.231511}